(1)
# C18H33BO8

A 3-piece molecular cluster, C18H33BO8 overall (ωB97M-V/def2-TZVPD, the Open Molecules 2025 dataset).

Values from the calculation:
orbital gap = 8.5 eV
energy relative to the best compared isomer or geometry (same formula, charge and spin) = 0.0 kcal/mol
calculated total energy = -36258.0096 eV
HOMO energy = -9.36 eV
lowest unoccupied orbital energy = -0.83 eV

Each line ends with the natural charge from an NBO analysis.
Atoms and positions in Å:
1 O 1.456 0.834 -0.749  -0.50
2 O -0.591 1.678 -1.123  -0.50
3 O -2.172 3.533 2.548  -0.54
4 O 3.083 -0.694 -0.388  -0.51
5 O -4.021 -0.031 0.810  -0.52
6 O 5.914 -1.630 -4.367  -0.54
7 O 1.571 -2.595 2.287  -0.91
8 O -4.121 -0.225 -1.431  -0.58
9 C 1.941 -0.359 -0.274  0.77
10 C 0.516 -5.120 1.077  -0.60
11 C -0.308 -0.415 0.141  -0.04
12 C -1.121 3.685 4.772  -0.64
13 C 0.361 -3.787 0.334  -0.80
14 C 5.869 -0.254 -4.026  -0.07
15 C 0.818 -1.123 0.332  -0.41
16 C -5.550 -1.619 -0.092  -0.72
17 C -1.702 -0.787 0.581  -0.46
18 C -3.924 5.203 3.014  -0.64
19 C -4.499 -0.572 -0.341  0.80
20 C 4.672 -2.233 -4.677  -0.06
21 C -3.505 3.744 2.980  -0.07
22 C 3.949 -1.603 -5.856  -0.64
23 C 5.007 0.056 -2.815  -0.64
24 C -2.651 0.400 0.757  -0.09
25 C -1.157 4.143 3.325  -0.06
26 C 0.070 0.823 -0.626  0.76
27 B 0.939 -2.525 1.066  1.07
28 H -2.517 1.159 -0.007  0.23
29 H 5.346 -0.507 -1.946  0.22
30 H -0.285 4.156 5.291  0.22
31 H -2.115 -1.530 -0.107  0.24
32 H -2.459 0.867 1.724  0.21
33 H -1.605 -1.283 1.553  0.21
34 H -0.689 -3.556 0.111  0.24
35 H 0.425 -5.010 2.157  0.21
36 H -0.223 3.872 2.831  0.19
37 H 0.873 -3.824 -0.637  0.25
38 H 1.060 -2.301 3.048  0.51
39 H 3.676 -0.565 -5.663  0.21
40 H -1.235 5.235 3.270  0.16
41 H 4.913 -3.271 -4.909  0.18
42 H -0.999 2.602 4.828  0.21
43 H 5.058 1.120 -2.582  0.22
44 H -4.973 5.281 3.302  0.22
45 H -6.513 -1.123 0.049  0.25
46 H -2.034 3.947 5.309  0.20
47 H -0.247 -5.831 0.746  0.21
48 H -3.673 3.273 3.956  0.16
49 H -5.587 -2.275 -0.959  0.24
50 H -5.307 -2.178 0.812  0.23
51 H 4.579 -1.625 -6.746  0.21
52 H -3.340 5.782 3.731  0.20
53 H 5.551 0.344 -4.888  0.15
54 H 3.031 -2.153 -6.066  0.21
55 H -3.797 5.659 2.032  0.22
56 H 4.022 -2.248 -3.794  0.16
57 H 1.478 -5.573 0.833  0.21
58 H -4.122 3.204 2.260  0.19
59 H 3.959 -0.193 -2.980  0.20
60 H 6.905 0.018 -3.822  0.19

---

(2)
# C18H33BrFLiMgN4O9

C18H33BrFLiMgN4O9 as an isolated structure at a distorted geometry (ωB97M-V/def2-TZVPD, the Open Molecules 2025 dataset).

Values from the calculation:
orbital gap = 1.5 eV
calculated total energy = -121979.2904 eV
HOMO energy = -6.77 eV
lowest unoccupied orbital energy = -5.28 eV

Each line ends with the natural charge from an NBO analysis.
Atoms and positions in Å:
1 Br 2.576 1.618 -5.080  -0.56
2 Mg -6.124 -2.657 0.529  0.43
3 F 1.476 2.067 3.545  -0.41
4 O 1.448 -2.466 2.533  -0.63
5 O 0.062 -3.166 4.210  -0.61
6 O -2.836 4.747 -2.790  -0.57
7 O 2.957 -5.340 4.339  -0.60
8 O -4.138 -2.182 -0.880  -0.55
9 O -3.063 -0.826 -2.384  -0.56
10 O -2.235 -1.138 -0.271  -0.46
11 O -4.164 -2.928 3.970  -0.96
12 O 1.871 -1.951 4.550  -0.66
13 N 1.081 2.759 1.538  -0.21
14 N 2.957 4.286 -2.570  -0.64
15 N 3.751 -6.325 2.400  -0.44
16 N -0.767 7.008 -0.358  -0.61
17 C -0.930 5.721 -0.583  0.47
18 C 0.786 2.247 -2.200  -0.46
19 C 2.522 4.554 -3.992  -0.44
20 C -3.656 3.513 -2.646  -0.29
21 C 0.857 3.116 0.291  0.23
22 C 0.714 3.613 -1.300  -0.11
23 C -3.140 -1.335 -1.277  0.97
24 C 3.451 -5.167 1.583  -0.42
25 C -3.721 -2.728 0.360  -0.11
26 C 4.348 -7.486 1.774  -0.40
27 C -1.388 4.379 -2.932  -0.09
28 C -0.803 4.270 -1.404  -0.32
29 C -2.843 -1.644 0.906  0.06
30 C -1.800 -2.134 1.892  -0.64
31 C 3.460 -6.287 3.747  0.52
32 C 1.054 -2.581 3.719  0.94
33 C 1.927 4.684 -1.543  -0.24
34 C -0.275 1.062 -1.689  -0.65
35 Li -1.024 9.179 0.738  0.99
36 H 3.729 -7.218 4.273  0.10
37 H -3.428 -0.832 1.354  0.19
38 H 2.443 -1.668 3.807  0.49
39 H -2.256 -2.361 2.860  0.26
40 H -4.583 -2.936 1.001  0.09
41 H -3.189 -3.665 0.160  0.23
42 H 3.674 -7.853 0.994  0.19
43 H 5.303 -7.196 1.327  0.19
44 H 1.860 1.731 -2.149  0.27
45 H 3.344 3.329 -2.427  0.39
46 H -1.506 3.525 -0.791  0.29
47 H 1.561 5.778 -1.838  0.21
48 H 2.379 -4.959 1.641  0.23
49 H -0.893 5.288 -3.499  0.22
50 H -3.863 3.003 -3.681  0.20
51 H 3.327 5.280 -4.468  0.20
52 H 3.999 -4.305 1.973  0.22
53 H -4.724 3.829 -2.220  0.21
54 H -1.299 -3.038 1.527  0.23
55 H 2.511 4.831 -0.512  0.24
56 H 0.082 0.598 -0.653  0.25
57 H 2.523 3.548 -4.593  0.24
58 H -3.223 2.741 -1.881  0.18
59 H 4.520 -8.283 2.503  0.21
60 H -3.595 -3.054 4.744  0.49
61 H -1.021 -1.379 2.036  0.26
62 H -4.914 -2.419 4.311  0.47
63 H -1.382 3.378 -3.541  0.25
64 H -1.388 1.427 -1.668  0.19
65 H -0.202 0.164 -2.465  0.25
66 H 3.736 -5.345 0.542  0.20
67 H 1.465 5.106 -4.035  0.16
68 H 0.616 2.472 -3.360  0.27

---

(3)
# C18H33CuFO6

C18H33CuFO6 as an isolated structure at a distorted geometry (ωB97M-V/def2-TZVPD, the Open Molecules 2025 dataset).

Values from the calculation:
orbital gap = 3.3 eV
energy relative to the best compared isomer or geometry (same formula, charge and spin) = 0.0 kcal/mol
calculated total energy = -78832.0397 eV
HOMO energy = 3.12 eV
total charge = -3
lowest unoccupied orbital energy = 6.38 eV

Each line ends with the natural charge from an NBO analysis.
Atoms and positions in Å:
1 Cu -0.519 -0.862 -0.031  0.89
2 F -0.767 1.557 0.034  -0.34
3 O 0.813 0.014 1.731  -0.58
4 O -0.221 -3.104 -0.320  -0.91
5 O -2.518 -1.369 -1.991  -0.87
6 O 1.675 1.095 3.526  -0.53
7 O 0.864 -0.802 -2.423  -0.87
8 O -2.883 -1.962 1.607  -0.85
9 C 0.816 -3.802 0.142  0.00
10 C 1.552 -3.095 1.281  -0.65
11 C -1.551 3.534 -0.981  -0.30
12 C -0.247 2.706 -3.319  -0.18
13 C 1.988 -1.052 4.640  -0.64
14 C -0.861 2.338 -1.051  0.40
15 C 1.078 0.134 4.392  -0.09
16 C -2.418 -1.442 3.919  -0.70
17 C 1.405 0.937 2.212  0.80
18 C -1.449 4.385 -2.080  -0.24
19 C 2.854 -0.420 -3.712  -0.65
20 C 1.987 2.053 1.380  -0.72
21 C -2.668 -0.995 2.446  0.02
22 C -2.537 -0.077 -4.015  -0.67
23 C -0.827 3.974 -3.257  -0.27
24 C -0.239 1.878 -2.202  -0.27
25 C -2.920 -0.238 -2.529  0.01
26 C 2.181 -0.676 -2.335  -0.01
27 H -1.467 -1.971 3.987  0.18
28 H 3.013 -0.787 4.909  0.18
29 H 2.309 -3.763 1.766  0.13
30 H 0.301 0.917 -2.198  0.33
31 H 2.531 0.509 -4.200  0.17
32 H -2.821 -0.979 -4.566  0.18
33 H -1.849 5.397 -2.076  0.18
34 H -1.448 0.039 -4.093  0.20
35 H 1.526 -1.694 5.395  0.20
36 H 2.817 2.487 1.938  0.20
37 H -2.624 0.712 -1.981  0.05
38 H -1.879 3.870 -0.005  0.21
39 H 0.875 -2.689 2.033  0.20
40 H 0.114 -0.230 4.038  0.24
41 H -3.257 -2.112 4.158  0.18
42 H -4.068 -0.145 -2.489  0.01
43 H 2.594 -1.263 -4.360  0.19
44 H -0.668 4.652 -4.088  0.18
45 H -2.555 -0.607 4.633  0.14
46 H 0.261 2.369 -4.214  0.21
47 H 1.204 2.773 1.150  0.24
48 H 2.061 -1.676 3.750  0.25
49 H 0.518 -4.819 0.543  0.05
50 H -1.741 -0.444 2.094  0.05
51 H 2.557 0.149 -1.645  0.04
52 H 2.153 -2.240 0.932  0.18
53 H 1.588 -4.007 -0.660  0.06
54 H -3.454 -0.171 2.490  0.02
55 H -3.014 0.809 -4.484  0.13
56 H 2.351 1.613 0.454  0.26
57 H 0.869 0.626 5.347  0.16
58 H 2.654 -1.636 -1.983  0.10
59 H 3.963 -0.400 -3.641  0.14

---

(4)
# C18H33FeGeO3

C18H33FeGeO3 as an isolated structure (ωB97M-V/def2-TZVPD, the Open Molecules 2025 dataset).

Values from the calculation:
orbital gap (spin up / spin down) = 7.2 / 7.5 eV
energy relative to the best compared isomer or geometry (same formula, charge and spin) = 0.0 kcal/mol
<S²> = 0.816
calculated total energy = -116231.7109 eV
HOMO energy (spin up / spin down) = -16.01 / -16.00 eV
total charge = +2
2S+1 = 2
lowest unoccupied orbital energy (spin up / spin down) = -8.81 / -8.48 eV

Each line ends with the natural charge from an NBO analysis.
Atoms and positions in Å:
1 Ge 0.397 0.142 1.851  1.44
2 Fe 0.194 -0.243 -0.826  1.32
3 O 0.667 -1.355 0.689  -0.91
4 O -1.079 0.332 0.353  -0.83
5 O 1.333 0.855 0.347  -0.91
6 C -3.167 1.094 -0.755  -0.64
7 C -1.029 -1.009 -2.721  -0.16
8 C 1.893 -3.303 1.284  -0.62
9 C -0.904 0.380 -2.893  -0.17
10 C 1.233 3.131 -0.621  -0.64
11 C 1.515 0.181 -2.782  -0.17
12 C -3.173 -0.299 1.329  -0.63
13 C 1.790 2.747 1.783  -0.65
14 C -2.341 2.070 1.386  -0.63
15 C 3.395 1.997 0.005  -0.62
16 C -0.316 -3.547 0.111  -0.64
17 C -2.465 0.800 0.558  0.28
18 C 1.932 2.208 0.364  0.28
19 C 1.398 -1.198 -2.609  -0.21
20 C -0.254 -2.731 2.469  -0.66
21 C 0.123 -1.791 -2.598  -0.20
22 C 0.358 0.969 -2.920  -0.20
23 C 0.481 -2.760 1.134  0.29
24 H 2.456 -2.738 2.025  0.23
25 H -4.205 -0.013 1.522  0.25
26 H -4.178 1.432 -0.542  0.26
27 H 0.284 -3.752 -0.771  0.20
28 H -3.179 -1.232 0.762  0.22
29 H -2.004 -1.477 -2.731  0.27
30 H -1.804 1.885 2.319  0.22
31 H 1.492 2.878 -1.648  0.19
32 H 2.282 -1.813 -2.506  0.29
33 H -0.584 -4.510 0.539  0.26
34 H -3.253 0.201 -1.376  0.20
35 H 0.442 2.032 -3.090  0.28
36 H 1.852 -4.341 1.613  0.24
37 H -2.668 1.898 -1.298  0.21
38 H -2.693 -0.470 2.293  0.22
39 H -1.241 -2.278 2.375  0.22
40 H 3.892 1.360 0.734  0.23
41 H 0.032 -2.862 -2.513  0.28
42 H 3.911 2.956 -0.020  0.24
43 H 2.257 2.093 2.523  0.23
44 H 2.494 0.640 -2.821  0.28
45 H -1.784 0.989 -3.032  0.28
46 H 3.495 1.538 -0.978  0.20
47 H -1.245 -3.040 -0.157  0.21
48 H 0.315 -2.212 3.243  0.23
49 H -3.334 2.430 1.652  0.25
50 H 2.430 -3.267 0.337  0.21
51 H -0.393 -3.754 2.819  0.26
52 H 2.305 3.704 1.845  0.26
53 H 0.745 2.921 2.054  0.22
54 H 0.151 3.125 -0.489  0.22
55 H -1.835 2.860 0.832  0.22
56 H 1.583 4.147 -0.456  0.26